Record 1
Here is a gas-phase ion, C21H17F3N3O11S (charge -1) from OMol25. Energies are from ωB97M-V with the def2-TZVPD basis set.

Geometry as ORCA input:
```
! RIJCOSX wB97M-V def2-TZVPD def2/J DEFGRID3
* xyz -1 1
C -6.0064 -3.8415 1.1642
O -5.2622 -2.7376 1.7212
C -4.1362 -2.3257 1.0826
C -3.5925 -1.0853 1.5002
C -2.5273 -0.5363 0.8234
C -1.8986 -1.2437 -0.2158
C -0.8586 -0.5986 -1.0709
C 0.4721 -0.0263 -0.4555
C 0.5659 1.4163 -0.7755
C 1.5160 2.3068 0.0832
S 0.8571 2.7937 1.6789
O 1.6970 2.2744 2.7243
O -0.5739 2.5973 1.6362
C 1.0361 4.6665 1.6866
F 0.4252 5.1265 2.7914
F 2.3259 5.0660 1.6980
F 0.4246 5.1742 0.5918
C 2.6048 2.9572 -0.4286
C 2.8765 3.0324 -1.8233
N 3.9619 3.8908 -2.2477
O 4.3784 3.8911 -3.4203
O 4.4689 4.6165 -1.3559
C 1.9014 2.5080 -2.7223
N 1.6791 2.9349 -4.0165
O 0.4237 2.4994 -4.3044
N -0.1523 1.7767 -3.1667
O -1.2632 1.2856 -3.2931
C 0.8324 1.7540 -2.2251
C 1.6300 -0.7817 -1.1506
O 2.1494 -0.4559 -2.2043
O 1.9797 -1.9638 -0.5821
C 2.1405 -2.0601 0.8554
C 1.1589 -3.1092 1.3481
C 3.5868 -2.3998 1.1575
O 1.9144 -0.7524 1.4074
C 0.6588 -0.2843 1.0435
O -0.1746 -0.0797 1.8955
C -2.4292 -2.4795 -0.6118
C -3.5181 -3.0399 0.0293
H -6.8991 -3.8885 1.7880
H -6.2793 -3.6533 0.1154
H -5.4404 -4.7796 1.2461
H -4.0516 -0.5675 2.3373
H -2.1784 0.4561 1.0969
H -0.5778 -1.2978 -1.8684
H -1.3868 0.2294 -1.5560
H -0.4389 1.8178 -0.5836
H 3.2842 3.4763 0.2457
H 0.1392 -2.8879 1.0076
H 1.4658 -4.0810 0.9440
H 1.1876 -3.1434 2.4424
H 4.2382 -1.6972 0.6358
H 3.7523 -2.3244 2.2329
H 3.7915 -3.4121 0.8079
H -1.9700 -3.0037 -1.4540
H -3.9091 -4.0102 -0.2864
*
```

Computed properties:
Frontier orbital gap   0.255 hartree
Molar mass   576.438 Da
E_LUMO   0.0832 Eh
SMILES   COc1ccc(CC2([C@H]3C(S(=O)(=O)C(F)(F)F)=CC(=[N+]([O-])[O-])c4no[n+]([O-])c43)C(=O)OC(C)(C)OC2=O)cc1
Calculated total energy   -2499.94014 Eh

***

Record 2
Here is a gas-phase ion, H2N3O2S (charge -1) from OMol25. Energies are from ωB97M-V with the def2-TZVPD basis set.

Geometry as ORCA input:
```
! RIJCOSX wB97M-V def2-TZVPD def2/J DEFGRID3
* xyz -1 1
H -0.7113 1.7541 -0.3239
N 0.2694 1.5056 -0.1065
N 0.3541 0.2460 0.0791
O -0.6748 -0.4969 0.1014
N 1.5385 -0.3414 -0.0703
O 1.3145 -1.7648 -0.0862
S 3.0196 0.3589 0.0469
H 0.2992 -1.8972 -0.0711
*
```

Computed properties:
Frontier orbital gap (spin up / spin down)   0.249 / 0.249 hartree
Molar mass   108.102 Da
E_LUMO (spin up / spin down)   0.1515 / 0.1515 Eh
SMILES   [H]/N=[N+](\[O-])N(O)[S-]
Energy relative to the best compared isomer or geometry (same formula, charge and spin)   2.415 eV
Calculated total energy   -713.99847 Eh

***

Record 3
Here is 2 unconnected molecules or ions with the total composition C6H10FN2 from OMol25. Energies are from ωB97M-V with the def2-TZVPD basis set.

Geometry as ORCA input:
```
! RIJCOSX wB97M-V def2-TZVPD def2/J DEFGRID3
* xyz 1 1
C -3.0011 -2.6691 0.5196
C 1.6740 0.8578 0.8713
C -1.1414 -1.4148 0.4795
C 0.0957 0.1531 -0.9298
C 1.7080 2.0037 1.7792
C 0.2415 0.5856 -2.3439
N 0.7912 0.6918 -0.0020
N -0.8433 -0.8054 -0.6743
F -0.7250 -0.8268 1.5793
H -3.0377 -3.0647 1.5228
H -2.8447 -3.3586 -0.2946
H 2.4613 0.1063 0.9706
H 1.0547 2.8076 1.4582
H 1.3842 1.6675 2.7673
H 2.7293 2.3562 1.9000
H -0.6870 1.0403 -2.6935
H 1.0467 1.3055 -2.4551
H 0.4495 -0.2772 -2.9771
H -1.3560 -1.1588 -1.4775
*
```

Computed properties:
Frontier orbital gap (spin up / spin down)   0.309 / 0.233 hartree
Molar mass   129.158 Da
E_LUMO (spin up / spin down)   -0.1612 / -0.1737 Eh
Energy relative to the best compared isomer or geometry (same formula, charge and spin)   6.916 eV
Calculated total energy   -443.51446 Eh

***

Record 4
Here is a molecular structure, C9H8 from OMol25. Energies are from ωB97M-V with the def2-TZVPD basis set.

Geometry as ORCA input:
```
! RIJCOSX wB97M-V def2-TZVPD def2/J DEFGRID3
* xyz 0 1
C -3.2980 -1.8964 -0.6915
C -2.7173 -1.0264 0.0161
C 0.2963 1.6582 0.9117
C 1.8141 0.1872 -0.2717
C -0.3036 0.5842 0.3737
C 0.5480 -0.2943 -0.3358
C 1.7183 1.5097 0.6066
C -2.2547 0.1227 0.4788
C 0.1766 -1.5942 -1.0165
H -0.1756 2.3775 1.5497
H 2.7000 -0.2291 -0.6330
H 2.0124 2.4079 0.1473
H 2.3681 1.2675 1.4485
H -2.9906 0.8210 1.0118
H -0.6711 -2.1757 -0.5750
H 1.1071 -2.3612 -1.0416
H -0.3299 -1.3584 -1.9790
*
```

Computed properties:
Frontier orbital gap   0.275 hartree
Molar mass   116.163 Da
E_LUMO   -0.0531 Eh
Energy relative to the best compared isomer or geometry (same formula, charge and spin)   7.038 eV
Calculated total energy   -347.44092 Eh

***

Record 5
Here is 11 unconnected molecules or ions with the total composition C41H83N4O28P7 from OMol25. Energies are from ωB97M-V with the def2-TZVPD basis set.

Geometry as ORCA input:
```
! RIJCOSX wB97M-V def2-TZVPD def2/J DEFGRID3
* xyz 0 1
C -4.8313 2.3148 -3.0820
O -5.1436 0.8591 -2.9973
P -6.0231 0.4080 -1.8042
O -6.3477 -1.0012 -1.9284
O -5.4954 0.7508 -0.3806
C -4.5616 -0.0918 0.3184
O -7.1602 1.4594 -1.8563
C -8.2725 1.3456 -0.9204
H -5.0864 2.8319 -2.1312
H -5.4974 2.6976 -3.8897
H -3.8021 2.5396 -3.2948
H -4.4148 0.4469 1.2743
H -3.6380 -0.1715 -0.2575
H -4.9353 -1.1260 0.4921
H -8.4096 0.2536 -0.7582
H -9.1797 1.7183 -1.3565
H -8.1058 1.7943 0.0686
C 1.5186 -1.2679 4.9371
O 2.7631 -1.4177 4.1167
P 3.8010 -0.2406 4.0139
O 3.3926 0.8098 3.0758
O 4.0846 0.2022 5.5560
C 3.7973 1.5570 5.9465
O 5.1512 -0.9724 3.5574
C 5.5946 -2.2272 4.1629
H 1.0931 -0.3383 4.6745
H 1.7975 -1.3976 5.9727
H 0.8281 -2.0158 4.6301
H 4.0114 1.6936 6.9995
H 2.7553 1.7955 5.6795
H 4.4051 2.2458 5.3890
H 6.3904 -2.0510 4.8875
H 5.9369 -2.9191 3.4118
H 4.7748 -2.7231 4.6722
C 3.9639 5.9830 -0.6130
O 3.3553 5.4369 -1.8059
P 2.1415 6.1611 -2.4827
O 2.2801 7.3938 -3.2607
O 1.5886 5.0436 -3.4456
C 1.3337 3.8191 -2.7237
O 1.1586 6.3151 -1.2434
C 0.0984 7.2748 -1.3119
H 3.4581 6.8019 -0.1689
H 5.0167 6.3007 -0.7538
H 3.8873 5.2059 0.1519
H 2.2228 3.1683 -2.8499
H 0.4981 3.3085 -3.1886
H 1.1212 3.9498 -1.6321
H -0.5323 7.0705 -2.1760
H 0.3883 8.3320 -1.3929
H -0.5372 7.2484 -0.4198
C 2.8003 -2.4608 -2.1451
O 2.7279 -3.2528 -0.9639
P 4.0161 -3.9209 -0.3152
O 5.0032 -4.6096 -1.1991
O 4.6753 -2.6972 0.4452
C 6.0411 -2.3592 0.1736
O 3.3189 -4.8590 0.7155
C 4.0528 -5.2877 1.8474
H 1.7773 -2.1751 -2.3845
H 3.2417 -2.9795 -2.9777
H 3.4448 -1.5739 -2.0092
H 6.2666 -1.3927 0.6640
H 6.2921 -2.2976 -0.8854
H 6.7126 -3.1174 0.5906
H 3.3510 -5.9036 2.4457
H 4.4918 -4.5257 2.5411
H 4.7603 -5.9725 1.3887
C 0.6450 3.6758 -6.2405
O -0.5645 3.1341 -5.6161
P -0.7061 1.6006 -5.3024
O -1.7219 1.3270 -4.2342
O -1.0382 1.0193 -6.7426
C -2.4008 0.6069 -7.0699
O 0.7593 1.0828 -5.0268
C 0.9957 -0.3121 -5.0427
H 0.5095 3.4974 -7.2919
H 1.5375 3.2362 -5.7601
H 0.6494 4.7671 -6.1674
H -2.8838 0.2104 -6.2056
H -2.4655 -0.0636 -7.9173
H -2.9365 1.5199 -7.3396
H 1.2616 -0.6618 -4.0395
H 1.8043 -0.4974 -5.7402
H 0.1282 -0.8298 -5.4352
C -4.0048 -2.1034 3.5879
O -4.0635 -0.9557 4.4776
P -2.7287 -0.1998 4.7919
O -1.6915 -0.9960 5.4556
O -3.1867 1.0649 5.6399
C -4.1739 1.9806 5.0438
O -2.3607 0.3808 3.3536
C -0.9032 0.5509 3.0133
H -3.3746 -2.9134 3.9977
H -3.6662 -1.7732 2.5961
H -5.0442 -2.5494 3.5035
H -3.8886 2.1173 4.0050
H -4.0693 2.8583 5.6578
H -5.1770 1.4941 5.1450
H -0.8362 0.9293 2.0026
H -0.5461 -0.4714 3.0729
H -0.4445 1.2106 3.7420
C 0.0816 1.0181 -1.3399
O -0.8576 0.4522 -0.3847
P -0.8353 -1.1406 -0.2728
O -1.8458 -1.5233 0.7396
O 0.6530 -1.5258 -0.0498
C 1.1862 -1.6678 1.3007
O -0.9039 -1.7706 -1.7025
C -2.1426 -1.6100 -2.4650
H -0.5360 1.0960 -2.2308
H 1.0022 0.4177 -1.5525
H 0.3094 1.9558 -0.9076
H 2.1655 -2.1056 1.1997
H 0.5656 -2.1816 2.0062
H 1.4873 -0.6461 1.6067
H -2.4504 -0.5641 -2.5412
H -2.9158 -2.2581 -2.0672
H -2.0081 -1.9369 -3.5007
C -0.4117 -4.7824 -0.9240
C 0.2030 -6.0238 -1.1671
C -0.5916 -7.1474 -1.3948
N -1.9086 -7.1228 -1.4048
C -2.5262 -5.9934 -1.1320
C -1.8217 -4.8031 -0.8827
H 0.1382 -3.8798 -0.7075
H 1.2612 -6.1280 -1.3210
H -0.1393 -8.0912 -1.5786
H -3.6089 -5.9484 -1.0273
H -2.3261 -3.8757 -0.7209
C -1.8380 -6.4182 3.3429
C -2.1109 -5.4569 4.3155
C -1.3824 -4.2778 4.3504
N -0.3841 -3.9967 3.5316
C -0.1672 -4.9116 2.6220
C -0.7633 -6.1210 2.5471
H -2.4279 -7.3208 3.2565
H -2.8434 -5.6586 5.1012
H -1.5129 -3.5697 5.1388
H 0.7101 -4.7339 2.0241
H -0.3936 -6.8609 1.8509
C -3.9673 3.5720 0.5804
C -4.0195 4.5539 -0.4105
C -2.8271 5.0792 -0.9759
N -1.6338 4.5668 -0.6725
C -1.5522 3.5955 0.2648
C -2.7067 3.0612 0.9062
H -4.8432 3.1609 1.0666
H -4.9889 4.9131 -0.7042
H -2.9357 5.8524 -1.7424
H -0.5234 3.3664 0.5218
H -2.5498 2.3018 1.6413
C 5.5521 2.9580 -0.4418
C 4.7317 2.1572 0.2995
C 4.2418 0.9964 -0.2004
N 4.4447 0.6567 -1.4674
C 5.1588 1.4700 -2.2451
C 5.6925 2.6639 -1.7797
H 5.9554 3.8466 -0.0448
H 4.4236 2.4525 1.2951
H 3.6425 0.3307 0.4309
H 5.2587 1.1707 -3.2760
H 6.3150 3.2591 -2.4124
*
```

Computed properties:
Frontier orbital gap   0.355 hartree
Molar mass   1296.933 Da
E_LUMO   0.0166 Eh
SMILES   COP(=O)(OC)OC.COP(=O)(OC)OC.COP(=O)(OC)OC.COP(=O)(OC)OC.COP(=O)(OC)OC.COP(=O)(OC)OC.COP(=O)(OC)OC.c1ccncc1.c1ccncc1.c1ccncc1.c1ccncc1
Energy relative to the best compared isomer or geometry (same formula, charge and spin)   0.000 eV
Calculated total energy   -6327.88312 Eh